1.
Formula: CH3FO2S
Source: the Open Molecules 2025 dataset
Level of theory: ωB97M-V with the def2-TZVPD basis set

Lowest unoccupied orbital energy = 0.278 eV

```
! wB97M-V def2-TZVPD RIJCOSX def2/J DEFGRID3
* xyz 0 1
C 0.386 -0.439 0.500
O -0.820 -0.675 -0.182
O 3.237 -1.048 0.501
F 2.647 1.305 -0.052
S 2.394 -0.336 -0.404
H 0.378 0.587 0.881
H -1.002 0.227 -0.664
H 0.542 -1.404 1.052
*
```

=====

2.
Formula: CH3FO2S
Source: the Open Molecules 2025 dataset
Level of theory: ωB97M-V with the def2-TZVPD basis set

Lowest unoccupied orbital energy (alpha / beta) = -1.907 / -1.907 eV

```
! wB97M-V def2-TZVPD RIJCOSX def2/J DEFGRID3
* xyz 0 1
C 0.077 0.076 0.002
O 2.344 0.956 1.180
O 2.355 0.745 -1.298
F 2.273 -1.901 0.130
S 1.877 0.362 -0.018
H -0.313 0.408 0.958
H -0.374 0.609 -0.827
H -0.067 -0.992 -0.113
*
```

=====

Going by the energies, 1 is most stable and the next is 0.0174 hartree up.

=====

1.
Formula: C36H78N4O5
Source: the Open Molecules 2025 dataset
Level of theory: ωB97M-V with the def2-TZVPD basis set

Lowest unoccupied orbital energy = 0.520 eV
SMILES = CC1(C)CCCC(C)(C)N1O.CC1(C)CCCC(C)(C)N1O.CC1(C)CCCC(C)(C)N1O.CC1(C)CCCC(C)(C)N1O.O

```
! wB97M-V def2-TZVPD RIJCOSX def2/J DEFGRID3
* xyz 0 1
C 4.600 1.498 0.299
C 3.718 2.466 1.096
C 4.070 3.882 0.691
C 2.229 2.286 0.777
C 1.584 1.115 1.466
C 1.870 1.058 2.966
C 3.336 1.229 3.320
C 3.451 1.613 4.801
C 4.101 -0.088 3.128
N 3.882 2.341 2.537
O 5.235 2.617 2.891
H 5.654 1.704 0.495
H 4.393 0.456 0.530
H 4.462 1.661 -0.775
H 3.418 4.585 1.218
H 5.102 4.140 0.925
H 3.888 4.036 -0.374
H 1.742 3.202 1.124
H 2.073 2.202 -0.301
H 0.504 1.074 1.300
H 1.835 0.163 0.971
H 1.513 0.074 3.290
H 1.243 1.787 3.488
H 2.898 0.898 5.409
H 3.026 2.607 4.965
H 4.500 1.652 5.092
H 3.903 -0.779 3.949
H 5.166 0.120 3.024
H 3.795 -0.633 2.230
H 5.148 3.361 3.493
C 2.138 -0.348 -2.428
C 2.094 0.455 -3.722
C 2.165 1.944 -3.356
C 3.319 0.037 -4.547
C 3.228 0.412 -6.012
C 1.941 -0.172 -6.586
C 0.663 0.256 -5.863
C 0.354 1.730 -6.241
C -0.463 -0.643 -6.313
N 0.887 0.088 -4.439
O -0.288 0.275 -3.673
H 1.991 -1.401 -2.647
H 3.058 -0.178 -1.864
H 1.354 0.032 -1.772
H 2.247 2.597 -4.229
H 1.305 2.284 -2.775
H 3.066 2.139 -2.768
H 4.209 0.440 -4.057
H 3.402 -1.053 -4.472
H 3.240 1.497 -6.154
H 4.049 0.016 -6.612
H 2.014 -1.267 -6.547
H 1.875 0.079 -7.648
H -0.087 1.792 -7.237
H 1.235 2.362 -6.197
H -0.414 2.090 -5.548
H -0.231 -1.642 -5.931
H -0.546 -0.719 -7.395
H -1.413 -0.318 -5.889
H -0.353 1.232 -3.531
C -4.432 -0.747 -1.700
C -3.900 -2.088 -2.135
C -4.903 -3.213 -1.797
C -3.746 -2.083 -3.651
C -2.780 -3.107 -4.223
C -1.423 -3.061 -3.527
C -1.536 -3.175 -2.003
C -1.808 -4.656 -1.643
C -0.176 -2.837 -1.385
N -2.607 -2.322 -1.509
O -2.670 -2.267 -0.107
H -5.388 -0.525 -2.182
H -4.533 -0.643 -0.621
H -3.754 0.042 -2.040
H -5.110 -3.285 -0.725
H -5.875 -2.994 -2.256
H -4.628 -4.187 -2.196
H -4.720 -2.168 -4.139
H -3.389 -1.100 -3.988
H -3.163 -4.133 -4.180
H -2.690 -2.917 -5.297
H -0.872 -2.145 -3.750
H -0.902 -3.950 -3.890
H -2.603 -5.088 -2.249
H -2.039 -4.782 -0.580
H -0.933 -5.291 -1.810
H -0.143 -3.124 -0.335
H 0.187 -1.829 -1.553
H 0.558 -3.445 -1.927
H -2.965 -3.139 0.196
C -3.953 1.458 4.348
C -2.551 0.995 3.912
C -2.594 0.686 2.430
C -1.557 2.125 4.125
C -1.073 2.307 5.546
C -0.626 0.982 6.175
C -1.673 -0.124 6.037
C -0.953 -1.458 6.333
C -2.808 0.051 7.049
N -2.099 -0.170 4.647
O -2.849 -1.320 4.333
H -4.447 2.105 3.611
H -4.604 0.621 4.593
H -3.931 2.161 5.192
H -1.643 0.286 2.071
H -3.336 -0.092 2.222
H -2.885 1.542 1.825
H -0.770 2.107 3.364
H -2.027 3.078 3.830
H -0.182 2.949 5.526
H -1.760 2.863 6.187
H -0.473 1.144 7.245
H 0.314 0.675 5.711
H -0.196 -1.297 7.105
H -0.408 -1.828 5.462
H -1.633 -2.246 6.658
H -3.594 -0.679 6.840
H -3.258 1.039 6.954
H -2.489 -0.097 8.081
H -2.227 -1.885 3.866
O -1.008 0.306 -0.330
H -0.471 0.019 -1.072
H -1.669 -0.391 -0.243
*
```

=====

2.
Formula: C36H78N4O5
Source: the Open Molecules 2025 dataset
Level of theory: ωB97M-V with the def2-TZVPD basis set

Lowest unoccupied orbital energy = 0.291 eV
SMILES = CC1(C)CCCC(C)(C)N1O.CC1(C)CCCC(C)(C)N1O.CC1(C)CCCC(C)(C)N1O.CC1(C)CCCC(C)(C)N1O.O

```
! wB97M-V def2-TZVPD RIJCOSX def2/J DEFGRID3
* xyz 0 1
C 1.301 -0.293 6.908
C 1.717 1.057 6.453
C 3.220 1.268 6.618
C 1.332 1.093 4.939
C 1.493 2.361 4.173
C 0.544 3.333 4.952
C 0.769 3.388 6.503
C 1.943 4.345 6.757
C -0.512 4.179 7.045
N 0.822 2.057 7.044
O 0.978 2.059 8.430
H 0.257 -0.423 6.626
H 1.906 -1.071 6.442
H 1.487 -0.321 7.982
H 3.659 0.333 6.270
H 3.555 2.074 5.965
H 3.504 1.484 7.648
H 1.937 0.355 4.411
H 0.344 0.680 4.733
H 2.545 2.642 4.131
H 1.301 2.134 3.124
H -0.476 3.049 4.689
H 0.702 4.219 4.337
H 2.907 4.033 6.357
H 2.034 4.308 7.842
H 1.847 5.404 6.518
H -0.770 5.092 6.509
H -0.442 4.379 8.115
H -1.465 3.651 7.005
H 0.374 1.396 8.772
C 6.119 -5.574 -2.029
C 4.922 -5.081 -1.176
C 3.599 -5.556 -1.808
C 4.947 -5.736 0.272
C 6.109 -5.164 1.206
C 5.915 -3.640 1.290
C 6.001 -3.005 -0.118
C 5.658 -1.500 0.095
C 7.437 -2.997 -0.684
N 4.978 -3.630 -0.974
O 4.694 -2.847 -2.148
H 6.936 -6.043 -1.481
H 5.675 -6.421 -2.552
H 6.477 -4.885 -2.794
H 3.515 -5.107 -2.797
H 3.567 -6.646 -1.800
H 2.761 -5.231 -1.192
H 4.036 -5.423 0.782
H 5.061 -6.818 0.209
H 5.976 -5.515 2.229
H 7.122 -5.429 0.902
H 6.788 -3.324 1.861
H 5.071 -3.261 1.867
H 6.201 -1.114 0.957
H 4.571 -1.427 0.113
H 5.929 -0.867 -0.750
H 7.486 -2.377 -1.579
H 7.813 -3.949 -1.058
H 8.201 -2.620 -0.005
H 5.539 -2.998 -2.577
C -0.956 0.823 -9.912
C -0.784 0.920 -8.327
C -2.183 0.826 -7.670
C 0.077 -0.272 -7.975
C 0.619 -0.266 -6.544
C 1.354 1.021 -6.188
C 0.600 2.349 -6.644
C -0.468 2.628 -5.614
C 1.740 3.491 -6.619
N -0.065 2.170 -7.994
O -0.286 3.338 -8.643
H -1.469 1.702 -10.301
H -0.010 0.884 -10.450
H -1.496 -0.063 -10.249
H -2.629 1.817 -7.753
H -2.740 0.013 -8.136
H -2.257 0.507 -6.630
H -0.521 -1.183 -7.952
H 0.974 -0.294 -8.593
H -0.269 -0.383 -5.923
H 1.259 -1.121 -6.323
H 2.283 1.021 -6.758
H 1.619 0.867 -5.142
H -1.072 1.809 -5.223
H -1.147 3.418 -5.937
H -0.020 3.060 -4.719
H 1.336 4.488 -6.793
H 2.500 3.380 -7.393
H 2.220 3.779 -5.684
H -1.095 3.650 -8.229
C -5.271 -0.861 2.022
C -5.896 0.134 0.982
C -4.859 0.548 -0.037
C -7.017 -0.598 0.203
C -8.343 -0.765 0.961
C -8.860 0.614 1.579
C -7.758 1.396 2.324
C -8.227 2.857 2.540
C -7.627 0.716 3.692
N -6.449 1.371 1.593
O -5.468 2.190 2.262
H -4.567 -1.526 1.522
H -4.731 -0.334 2.808
H -6.017 -1.563 2.394
H -4.127 1.225 0.403
H -4.256 -0.276 -0.417
H -5.234 0.944 -0.981
H -7.400 -0.104 -0.690
H -6.762 -1.608 -0.117
H -9.124 -1.118 0.288
H -8.183 -1.509 1.742
H -9.732 0.490 2.221
H -9.380 1.203 0.823
H -7.645 3.316 3.339
H -9.260 2.816 2.886
H -8.120 3.422 1.614
H -6.712 0.985 4.219
H -7.605 -0.367 3.570
H -8.507 0.971 4.283
H -5.361 1.709 3.086
O 0.765 -1.592 -0.802
H 1.389 -1.843 -1.483
H 1.312 -1.305 -0.070
*
```

=====

Going by the energies, 1 is most stable and the next is 0.1626 hartree up.

=====

1.
Formula: C4H10O
Source: the Open Molecules 2025 dataset
Level of theory: ωB97M-V with the def2-TZVPD basis set

Lowest unoccupied orbital energy = 0.361 eV
SMILES = C=O.CCC

```
! wB97M-V def2-TZVPD RIJCOSX def2/J DEFGRID3
* xyz 0 1
C 2.782 1.233 0.228
O 3.099 0.269 -0.505
H 2.394 2.178 -0.189
H 2.609 1.157 1.324
C -1.400 -0.122 1.022
C -1.325 -1.054 -0.200
C -0.368 -0.383 -1.177
H -1.590 0.983 0.805
H -2.267 -0.489 1.695
H -0.387 -0.131 1.577
H -0.923 -1.932 0.169
H -2.294 -1.339 -0.591
H -0.565 -0.476 -2.254
H 0.624 -0.626 -0.905
H -0.390 0.731 -0.998
*
```

=====

2.
Formula: C4H10O
Source: the Open Molecules 2025 dataset
Level of theory: ωB97M-V with the def2-TZVPD basis set

Lowest unoccupied orbital energy = 0.871 eV
SMILES = CC=O.CC

```
! wB97M-V def2-TZVPD RIJCOSX def2/J DEFGRID3
* xyz 0 1
C -1.206 -2.975 0.589
C 0.030 -2.152 0.440
O 1.087 -2.338 0.976
H -0.973 -4.024 0.342
H -1.432 -2.900 1.656
H -2.046 -2.699 -0.069
H -0.262 -1.236 -0.076
C -0.468 2.962 -1.073
C 0.766 3.740 -0.746
H -1.376 3.442 -0.655
H -0.662 2.943 -2.142
H -0.536 1.982 -0.622
H 0.819 3.984 0.339
H 0.815 4.749 -1.151
H 1.692 3.160 -0.899
*
```

=====

3.
Formula: C4H10O
Source: the Open Molecules 2025 dataset
Level of theory: ωB97M-V with the def2-TZVPD basis set

Lowest unoccupied orbital energy = 1.075 eV
SMILES = COC(C)C

```
! wB97M-V def2-TZVPD RIJCOSX def2/J DEFGRID3
* xyz 0 1
C -0.122 -1.234 -1.522
O 0.587 -0.426 -0.552
C -0.232 0.443 0.181
C 0.634 1.761 0.563
C -0.690 -0.419 1.345
H -1.073 -1.815 -0.901
H 0.686 -2.108 -1.789
H -0.656 -0.571 -2.421
H -1.265 0.605 -0.328
H 0.259 2.346 1.430
H 0.706 2.350 -0.417
H 1.675 1.307 0.748
H -1.439 -1.163 0.818
H 0.158 -0.958 1.822
H -1.281 0.115 2.045
*
```

=====

Going by the energies, 2 is most stable and the next is 0.0271 hartree up.